[1]
11
Properties=species:S:1:pos:R:3:forces:R:3:mulliken_spin:R:1 method="wB97M-V/def2-TZVPD" e_above_lowest_ev=3.127 spin_multiplicity=2 orbital_gap_ev="6.0 / 4.4" e_tot_ev=-14486.5889
O 0.85136 -0.09121 -1.14751 -0.145 6.037 0.789 0.0709
C 0.42450 0.91766 -0.49152 -1.692 -8.334 1.560 -0.0799
C 0.60438 2.24123 -0.60573 0.959 3.699 -0.589 0.7749
H -0.32658 0.38981 0.46639 1.540 2.230 -2.008 0.1466
H -0.08679 2.82895 -1.21039 0.113 -0.108 0.303 0.0162
H 1.49213 2.72501 -0.17680 -0.452 -0.259 -0.237 0.0157
O -1.40269 -1.89057 -0.09647 -1.973 3.140 1.553 0.0099
C -0.85659 -1.49282 1.01134 -0.709 -6.621 0.451 -0.0162
O 0.32475 -1.99605 1.20093 -0.724 3.072 2.478 0.0087
In 0.49978 -2.10336 -0.84813 2.912 -4.545 -4.204 0.0550
H -1.52424 -1.52864 1.89789 0.171 1.690 -0.095 -0.0018

[2]
92
Properties=species:S:1:pos:R:3:forces:R:3:mulliken_spin:R:1 method="wB97M-V/def2-TZVPD" e_above_lowest_ev=0.000 spin_multiplicity=3 orbital_gap_ev="7.3 / 8.2" e_tot_ev=-139400.1033 charge=+1
Re 0.43525 -0.40645 0.26339 -2.068 1.336 -1.822 1.6445
N -4.45693 -3.49390 2.60070 0.029 -0.023 0.004 0.0102
C -3.41813 -2.82656 2.06978 0.147 0.111 -0.193 0.0098
C -3.29557 -2.65404 0.67707 -0.130 -0.034 0.187 -0.0211
C -2.24396 -1.94707 0.17027 0.087 -0.020 -0.066 0.0010
N -1.27833 -1.40268 0.93698 0.118 -0.194 0.074 0.0150
C -1.38727 -1.56716 2.27054 0.009 0.044 0.138 0.0166
C -2.41013 -2.25349 2.86447 -0.104 -0.068 0.048 -0.0028
H -5.14703 -3.91483 2.00669 -0.054 -0.026 0.027 -0.0005
H -4.54199 -3.62620 3.59174 0.002 -0.012 0.012 -0.0004
H -4.03624 -3.07209 0.00862 0.032 0.037 -0.048 0.0000
H -2.14238 -1.79891 -0.89319 0.022 -0.019 -0.016 0.0311
H -0.61618 -1.11357 2.88234 0.025 0.010 -0.032 0.0016
H -2.43907 -2.34973 3.94138 0.041 0.043 -0.001 0.0003
N -0.31271 1.18428 0.98458 0.945 -1.252 -0.494 0.4052
P -0.23064 2.48269 1.87540 0.183 0.071 0.057 -0.0323
C 1.26953 3.44753 1.57423 -0.251 -0.135 0.061 0.0247
C 1.84932 3.36519 0.31140 -0.010 0.077 0.134 0.0010
C 2.98639 4.10518 0.03211 0.013 -0.034 -0.097 0.0018
C 3.52926 4.93552 1.00243 0.011 -0.001 0.004 0.0005
C 2.93746 5.03221 2.25368 0.010 0.047 0.064 0.0014
C 1.80884 4.28319 2.54824 0.045 -0.031 -0.059 -0.0027
C -1.63496 3.54735 1.48115 0.199 -0.140 0.043 0.0042
C -2.59271 3.10060 0.57757 0.052 0.042 0.097 0.0411
C -3.64036 3.93830 0.22555 -0.060 -0.008 -0.032 0.0067
C -3.72478 5.21197 0.76915 -0.030 -0.023 -0.037 0.0008
C -2.76678 5.65640 1.67090 0.024 0.023 0.047 0.0008
C -1.71805 4.82522 2.02851 -0.053 -0.012 -0.024 0.0029
C -0.25996 2.12349 3.64718 -0.052 0.125 -0.188 0.0597
C 0.87416 1.53770 4.20983 0.019 -0.025 -0.047 -0.0186
C 0.87875 1.20237 5.55345 0.019 -0.020 0.017 -0.0018
C -0.24305 1.45330 6.33469 -0.031 0.005 -0.018 0.0029
C -1.37179 2.03300 5.77312 -0.052 -0.007 0.071 0.0004
C -1.38643 2.36764 4.42673 0.052 -0.016 -0.067 -0.0103
H 1.40106 2.71861 -0.43154 0.067 -0.005 -0.073 0.0057
H 3.45100 4.03500 -0.94298 -0.003 0.004 0.010 0.0000
H 4.42201 5.50686 0.78485 -0.014 0.012 -0.009 -0.0001
H 3.35914 5.68968 3.00267 0.013 -0.032 0.006 0.0004
H 1.36181 4.33302 3.53383 0.024 0.026 0.003 0.0009
H -2.49311 2.10557 0.16287 -0.046 0.008 -0.037 -0.0094
H -4.39075 3.60081 -0.47756 0.011 0.001 -0.001 0.0002
H -4.53876 5.86529 0.48345 0.000 -0.002 0.012 -0.0001
H -2.83598 6.65222 2.08813 0.008 -0.008 0.005 0.0000
H -0.96356 5.16767 2.72678 -0.005 0.049 -0.014 -0.0003
H 1.75083 1.35571 3.59690 -0.047 0.013 0.091 0.0002
H 1.75991 0.75670 5.99609 0.002 -0.004 -0.014 0.0001
H -0.23484 1.20009 7.38674 0.003 0.005 0.002 0.0002
H -2.23983 2.23367 6.38752 -0.001 -0.010 -0.008 0.0000
H -2.26278 2.82112 3.98028 -0.013 0.005 0.055 -0.0002
C -0.20678 -0.18922 -1.55593 1.033 -0.442 1.544 -0.3361
Ge 0.31048 -1.57758 -2.89151 0.086 -0.195 -0.095 -0.0155
C 2.20387 -1.41995 -3.36428 -0.505 -0.004 0.073 -0.0014
C 2.80659 -2.49890 -4.00854 0.008 0.027 0.050 -0.0015
C 4.15768 -2.46079 -4.31673 -0.021 -0.031 -0.009 0.0000
C 4.91315 -1.34955 -3.96817 0.043 -0.012 -0.012 0.0000
C 4.31915 -0.27277 -3.32687 0.039 0.041 0.005 -0.0032
C 2.96355 -0.30300 -3.03247 -0.032 -0.015 -0.051 -0.0201
C -0.93256 -1.56166 -4.40248 0.210 0.007 0.340 0.0191
C -2.30226 -1.46446 -4.16175 0.052 -0.002 0.008 -0.0042
C -3.20568 -1.47703 -5.21286 -0.075 0.002 0.003 -0.0020
C -2.74494 -1.58821 -6.51772 0.019 -0.009 0.005 -0.0001
C -1.38385 -1.68653 -6.76728 -0.007 0.002 -0.056 0.0000
C -0.48044 -1.67176 -5.71400 0.070 0.011 0.052 -0.0017
C 0.10731 -3.20955 -1.80826 0.075 0.160 -0.294 -0.0170
C -0.72662 -4.27798 -2.11185 -0.068 0.089 0.013 -0.0036
C -0.87439 -5.32384 -1.20768 -0.019 -0.039 0.020 0.0006
C -0.19176 -5.30982 0.00219 -0.004 0.000 -0.021 -0.0027
C 0.67761 -4.26720 0.29654 0.023 -0.064 0.164 0.0239
C 0.82494 -3.23599 -0.61543 0.058 0.383 -0.081 0.1578
H -0.79112 0.63652 -1.96603 0.022 0.160 0.257 0.0647
H 2.21745 -3.37564 -4.25770 0.062 -0.029 -0.018 -0.0002
H 4.62125 -3.29886 -4.82066 0.012 0.005 0.009 0.0000
H 5.97069 -1.32597 -4.19695 -0.004 0.011 0.004 0.0000
H 4.91509 0.58832 -3.05297 -0.010 0.006 -0.004 -0.0004
H 2.49862 0.54479 -2.54284 0.037 0.007 0.035 0.0030
H -2.66711 -1.37090 -3.14269 -0.055 0.006 -0.032 -0.0030
H -4.26786 -1.39801 -5.01871 0.007 0.002 0.001 0.0000
H -3.44778 -1.59576 -7.34041 0.001 -0.003 0.003 0.0000
H -1.02468 -1.77075 -7.78476 -0.002 0.001 0.005 0.0001
H 0.58362 -1.73969 -5.91156 -0.017 0.003 -0.042 0.0002
H -1.26702 -4.29104 -3.05206 -0.029 -0.015 0.019 -0.0001
H -1.52221 -6.15660 -1.45177 -0.003 0.004 0.019 0.0001
H -0.31680 -6.12226 0.70594 0.012 -0.016 -0.017 0.0000
H 1.24971 -4.27443 1.21669 -0.005 0.028 -0.014 -0.0012
H 1.61234 -2.48038 -0.45427 -0.175 -0.134 0.043 -0.1005
F 2.46466 0.31774 0.06545 -0.102 -0.291 0.344 0.0225
Sb 3.68628 -0.72696 1.31242 -0.647 0.142 -0.214 0.0041
F 1.85241 -1.21945 1.94695 0.275 0.139 -0.273 0.0273
F 3.53801 0.71139 2.51518 0.173 -0.356 -0.237 0.0004
F 3.54517 -2.06370 -0.01407 0.129 0.338 0.423 -0.0008
F 5.13082 0.06587 0.44680 -0.041 -0.240 0.296 0.0000
F 4.36377 -1.95690 2.53436 0.188 0.386 -0.141 0.0000

[3]
59
Properties=species:S:1:pos:R:3:forces:R:3:mulliken_charge:R:1 method="wB97M-V/def2-TZVPD" e_above_lowest_ev=1.238 orbital_gap_ev=3.8 e_tot_ev=-32015.2783 charge=+1
C -0.46136 3.44088 3.42659 -0.638 0.199 -0.400 -0.5172
O 0.67267 2.53104 3.29509 1.308 0.127 -0.906 -0.2284
C 1.50929 2.68122 2.29713 -0.092 0.983 1.636 -0.1523
C 2.90748 2.47466 2.51409 0.075 -0.465 -0.187 0.7580
C 3.88345 2.98166 1.59994 -0.223 -0.510 -0.050 -0.2974
C 5.22492 2.62728 1.74825 -0.130 0.209 -0.120 -0.5633
C 5.62997 1.79836 2.80962 -0.746 0.172 -0.252 -0.3575
C 4.69024 1.39059 3.77315 -0.037 -0.056 0.086 -0.5424
C 3.34958 1.72601 3.64165 0.086 -0.032 -0.071 -0.4383
H -0.96619 3.16497 4.35570 0.222 -0.056 -0.299 0.2698
H -0.10034 4.47705 3.49095 0.070 -0.451 0.026 0.3456
H -1.14043 3.34068 2.57024 0.217 -0.118 0.175 0.1943
H 1.10727 3.11189 1.37128 0.171 -0.063 0.112 0.4482
H 3.54576 3.63243 0.78653 0.270 -0.323 0.193 0.4485
H 5.96892 2.97468 1.01902 -0.442 -0.117 0.387 0.3877
H 6.66297 1.45131 2.86263 -0.293 0.209 0.087 0.4204
H 5.02209 0.78144 4.61808 -0.191 0.225 -0.311 0.3933
H 2.60614 1.39137 4.36759 0.325 0.011 -0.207 0.4258
C 3.11782 0.90476 -2.59048 -0.104 -0.153 0.047 -0.5469
C 2.53012 1.00030 -1.32015 -0.031 0.020 -0.323 -0.1158
C 1.53925 0.10643 -0.93960 0.067 -0.422 -0.576 -0.0425
C 1.17074 -0.95455 -1.80109 1.206 0.899 0.069 -0.1050
C 0.11538 -1.86273 -1.43486 -1.597 -0.156 0.138 -0.9468
C -1.13435 -1.45737 -1.03501 1.173 -0.800 -0.875 0.2030
N -2.12919 -2.39446 -0.79470 -0.373 0.014 0.687 0.4651
C -1.72354 -3.79273 -0.81571 -0.133 -0.298 0.063 -0.9851
C -2.76555 -4.72286 -0.19828 -0.112 0.235 0.015 -0.8819
C -4.14144 -4.51346 -0.82909 -0.017 0.073 -0.131 -0.7320
C -4.54877 -3.03677 -0.87612 0.071 0.035 0.319 -0.7595
C -3.44770 -2.10725 -1.37751 -0.060 -0.090 -0.404 -0.6446
C -1.52672 -0.02350 -0.89891 -0.392 0.012 0.040 0.0240
C -1.31654 0.89659 -1.93834 -0.267 -0.006 0.311 -0.0199
C -1.74228 2.21705 -1.79261 0.117 0.052 0.248 -0.7773
C -2.30298 2.64455 -0.58030 0.027 -0.165 -0.020 -0.5535
C -2.52154 1.72080 0.45181 0.079 0.131 -0.135 -0.7924
C -2.19241 0.37866 0.27084 0.434 0.258 -0.147 -0.0975
C 1.83587 -1.10510 -3.04184 -0.361 0.442 0.538 -0.3838
C 2.74530 -0.13557 -3.46014 0.142 0.140 0.335 -0.5896
H 3.87590 1.63018 -2.89235 -0.272 -0.215 0.018 0.3935
H 2.81912 1.79293 -0.62407 0.026 -0.192 -0.350 0.1147
H 1.01241 0.20875 0.01226 0.250 -0.082 -0.212 0.4435
H 0.29688 -2.91714 -1.64520 -0.122 0.373 0.015 0.4865
H -1.53076 -4.12690 -1.85205 0.055 0.098 0.068 0.4805
H -0.78865 -3.90278 -0.24942 -0.230 0.153 -0.197 0.5171
H -2.43382 -5.75420 -0.36098 -0.048 0.122 0.070 0.3797
H -2.80322 -4.56548 0.88775 -0.042 0.067 -0.168 0.3344
H -4.11661 -4.90067 -1.85630 -0.033 -0.022 0.121 0.3165
H -4.89737 -5.07980 -0.27473 0.079 0.012 -0.195 0.3422
H -5.41203 -2.90865 -1.53745 0.056 -0.022 0.133 0.3517
H -4.86243 -2.69939 0.11977 0.082 -0.119 -0.043 0.3224
H -3.72930 -1.07427 -1.14704 0.127 -0.245 -0.071 0.3595
H -3.39554 -2.17152 -2.48365 0.117 -0.071 0.219 0.2642
H -0.83697 0.57092 -2.86266 -0.155 0.068 0.280 0.4696
H -1.61391 2.91905 -2.62155 -0.044 -0.222 0.341 0.4131
H -2.59741 3.68895 -0.44798 0.075 -0.339 -0.084 0.4208
H -2.95332 2.04183 1.40446 -0.050 -0.078 -0.393 0.5722
H -2.42675 -0.35896 1.04174 0.170 0.183 -0.231 0.4907
H 1.56215 -1.94772 -3.68530 0.108 0.380 0.176 0.4308
H 3.15770 -0.18544 -4.47067 0.028 -0.017 0.405 0.3833